[1]
Density functional theory data (ωB97M-V with the def2-TZVPD basis set) for C5H8N2O2 in the gas phase.

Frontier orbital gap (alpha / beta), eV: 7.623 / 7.624
Energy relative to the best compared isomer or geometry (same formula, charge and spin), kcal per mole: 118.5
HOMO energy (alpha / beta), Ha: -0.26594 / -0.26602
SMILES: OC(O)C1=CNNC=C1
LUMO level (alpha / beta), eV: 0.386 / 0.385

Each line ends with the Mulliken charge.
Cartesian coordinates (Å):
C: 0.66369 0.14708 0.96519  -0.557
C: 1.23511 -1.03602 1.16654  -0.274
C: -0.89595 -1.02772 -0.66088  -0.620
C: -0.30584 0.27599 -0.01000  0.513
C: -0.45926 1.53477 -0.77517  -0.009
N: 0.77996 -2.22602 0.65284  -0.168
N: -0.43590 -2.30665 -0.10810  -0.431
O: -1.73591 2.07225 -0.63772  -0.529
O: 0.61082 2.43666 -0.47424  -0.582
H: 1.08567 1.05323 1.46172  0.295
H: 1.98977 -1.16741 1.94118  0.387
H: -1.39780 -0.90197 -1.56330  0.448
H: -0.34173 1.38077 -1.81390  0.325
H: 1.51145 -2.83112 0.17484  0.238
H: -1.07855 -2.65809 0.66447  0.275
H: -2.08704 2.21140 0.28416  0.351
H: 0.86152 3.04285 -1.26763  0.338


[2]
Density functional theory data (ωB97M-V with the def2-TZVPD basis set) for 2 unconnected molecules or ions with the total composition C3H6O2.

Frontier orbital gap, eV: 10.821
Energy relative to the best compared isomer or geometry (same formula, charge and spin), kcal per mole: 48.0
HOMO energy, Ha: -0.36848
SMILES: O=CO.C=C
LUMO level, eV: 0.794

Each line ends with the Mulliken charge.
Cartesian coordinates (Å):
C: -3.44743 -0.63925 4.20409  -0.411
C: -3.50812 0.66122 3.79954  -0.445
H: -2.43031 -1.09296 4.23619  0.192
H: -4.25199 -1.27294 4.66863  0.230
H: -2.74329 1.31237 3.40773  0.251
H: -4.46796 1.20149 3.96178  0.182
O: 4.74807 0.06620 -3.59821  -0.521
C: 4.13232 -0.34473 -4.62217  0.275
O: 3.87588 0.31070 -5.75323  -0.372
H: 3.82839 -1.41187 -4.86710  0.275
H: 4.26444 1.20976 -5.43726  0.342


[3]
Density functional theory data (ωB97M-V with the def2-TZVPD basis set) for C21H25N3O2 in the gas phase.

Frontier orbital gap, eV: 9.218
Energy relative to the best compared isomer or geometry (same formula, charge and spin), kcal per mole: 24.7
HOMO energy, Ha: -0.31241
SMILES: CCOCCCNC(=O)c1ccc2c(c1)ncn2-c1ccc(CC)cc1
LUMO level, eV: 0.717

Each line ends with the Mulliken charge.
Cartesian coordinates (Å):
C: 3.29553 0.29721 1.44157  -1.151
C: 3.50269 -0.74151 2.53262  -0.094
O: 4.26651 -1.80423 1.99670  -0.437
C: 4.69615 -2.76926 2.93163  -0.653
C: 3.59579 -3.70164 3.45316  -0.450
H: 2.83064 -3.12374 3.97420  0.247
H: 4.04574 -4.38944 4.17011  0.415
C: 2.93029 -4.50539 2.32973  -0.952
N: 2.26135 -3.64624 1.38255  -0.138
C: 0.94825 -3.33795 1.51630  0.028
O: 0.21082 -3.90867 2.30082  -0.691
C: 0.46582 -2.24564 0.61894  0.936
C: 1.08934 -1.93025 -0.57826  -0.859
C: 0.56220 -0.88522 -1.32513  0.486
N: 0.98905 -0.35282 -2.51731  -0.745
C: 0.17071 0.61540 -2.77271  -0.210
N: -0.81166 0.78390 -1.83378  0.110
C: -0.58081 -0.17869 -0.87697  0.363
C: -1.19623 -0.48890 0.32687  -0.551
C: -0.66114 -1.53009 1.05239  -1.092
H: -1.10664 -1.82563 1.99025  0.464
H: -2.05040 0.06366 0.68741  0.600
C: -1.85015 1.72543 -1.87904  0.151
C: -1.58239 3.03611 -2.25916  -0.608
C: -2.60775 3.96031 -2.31269  -0.632
C: -3.91026 3.60486 -1.98403  0.792
C: -4.16609 2.29031 -1.61351  -0.669
C: -3.15218 1.35327 -1.56284  -0.434
H: -3.36710 0.32978 -1.29598  0.582
H: -5.17469 1.99370 -1.36474  0.368
C: -5.02548 4.60492 -2.08010  -1.052
C: -5.64428 4.58269 -3.47950  -1.070
H: -6.04288 3.59542 -3.70163  0.327
H: -4.89450 4.82521 -4.22920  0.330
H: -6.45199 5.30731 -3.54879  0.355
H: -5.79598 4.37185 -1.34276  0.351
H: -4.64380 5.60620 -1.87149  0.359
H: -2.39087 4.97726 -2.60585  0.376
H: -0.57069 3.32783 -2.49952  0.507
H: 0.22210 1.23009 -3.65091  0.468
H: 1.94154 -2.47540 -0.95141  0.483
H: 2.86650 -2.99409 0.90360  0.392
H: 3.68123 -5.09653 1.79718  0.379
H: 2.17396 -5.17195 2.75110  0.426
H: 5.44889 -3.35616 2.39663  0.344
H: 5.18205 -2.27013 3.78411  0.394
H: 4.03809 -0.29934 3.38692  0.447
H: 2.52752 -1.10379 2.88954  0.162
H: 2.73381 1.13892 1.83678  0.378
H: 4.25691 0.64703 1.07565  0.347
H: 2.74447 -0.13597 0.61056  0.122


[4]
Density functional theory data (ωB97M-V with the def2-TZVPD basis set) for C8H10F2O in the gas phase.

Frontier orbital gap, eV: 10.063
Energy relative to the best compared isomer or geometry (same formula, charge and spin), kcal per mole: 86.5
HOMO energy, Ha: -0.33769
SMILES: C=C[C@@H](F)C1([C@H](F)C=C)CO1
LUMO level, eV: 0.874

Each line ends with the Mulliken charge.
Cartesian coordinates (Å):
C: -1.61285 1.95504 -0.13641  -0.752
C: 0.43879 0.43859 -2.21830  -0.547
C: -0.56583 1.38243 0.34569  -0.379
C: -0.25239 -0.43805 -1.55287  -0.646
C: 1.55746 -0.83955 1.65880  -0.880
C: 0.37867 -0.89066 0.78823  0.929
C: -0.75051 0.00119 1.14022  -0.179
C: 0.43898 -1.41253 -0.69084  0.182
O: 0.68587 -1.95230 1.64719  -0.567
F: -1.87328 -0.58870 0.69636  -0.348
F: 1.78980 -1.65006 -0.91413  -0.370
H: -1.52861 2.98248 -0.46276  0.294
H: -2.57424 1.52927 -0.29806  0.291
H: 0.04432 1.22936 -2.86664  0.333
H: 1.58335 0.38486 -2.06261  0.200
H: 0.27156 1.91525 0.68996  0.405
H: -1.28234 -0.34786 -1.29794  0.634
H: 2.52809 -1.17043 1.37911  0.328
H: 1.49588 -0.16310 2.56196  0.247
H: -0.75702 0.08941 2.21961  0.576
H: -0.01570 -2.45462 -0.62657  0.248


[5]
Density functional theory data (ωB97M-V with the def2-TZVPD basis set) for 9 unconnected molecules or ions with the total composition C49H77BrN3O35PS12.

Frontier orbital gap, eV: 7.929
HOMO energy, Ha: -0.30330
LUMO level, eV: -0.324

Each line ends with the Mulliken charge.
Cartesian coordinates (Å):
C: 1.51786 2.37799 -3.66454  -0.455
C: 1.82453 2.14372 -2.51448  -0.396
C: 1.69196 1.87997 -1.06388  0.626
C: 0.88445 2.73025 -0.25249  0.441
C: 0.15958 3.92395 -0.92162  -1.210
C: -1.40438 3.86288 -0.71298  -0.411
C: -2.17316 3.41529 -2.01635  -0.598
C: -3.26668 2.39437 -1.57959  -0.643
C: -4.10769 1.79276 -2.74080  -0.477
N: -4.75229 0.52758 -2.23771  -0.670
C: 0.73427 2.50487 1.13834  1.518
C: -0.06357 3.36957 2.12947  -0.757
C: 0.65850 4.76977 2.32510  -0.036
C: -0.26640 5.97774 2.01340  -1.135
Br: 1.35638 4.84230 4.18738  -0.200
C: 1.38681 1.37093 1.67839  -1.406
C: 2.17520 0.54423 0.87106  1.466
C: 2.38945 0.75375 -0.51933  -2.401
N: 3.23111 -0.07802 -1.34095  1.623
C: 4.65452 0.33124 -1.31024  -0.864
C: 4.94831 1.69280 -1.98848  0.364
C: 6.38679 2.24645 -1.61674  -0.523
C: 6.21735 3.65325 -0.92999  -1.173
C: 3.12421 -1.47842 -1.02957  -1.162
C: 3.17904 -2.42107 -2.12005  -0.598
O: 3.37876 -1.93595 -3.37923  -0.548
C: 2.21365 -2.06555 -4.23496  -0.443
C: 2.62099 -1.44783 -5.61005  1.235
C: 2.85059 0.08876 -5.50981  -0.702
C: 1.68200 -1.90953 -6.77993  0.417
C: 1.87605 -0.93973 -8.00064  -1.726
C: 2.25341 -3.29514 -7.27688  -1.064
C: 3.04105 -3.81527 -1.84860  -0.415
P: 3.10912 -5.08291 -3.18353  1.042
O: 4.03035 -6.30123 -2.58955  -0.578
O: 3.92987 -4.46622 -4.44758  -0.370
S: 1.35033 -5.74228 -3.61222  -0.401
C: 2.84174 -4.32196 -0.53500  0.117
N: 2.66056 -5.73430 -0.28216  -0.495
C: 1.53332 -6.01563 0.07858  0.381
S: 0.25425 -6.24754 0.98252  -0.295
C: 2.82528 -3.42274 0.54902  0.495
S: 2.60681 -3.88987 2.27606  -0.158
C: 2.97191 -2.03575 0.25520  0.992
S: 2.96871 -0.87965 1.63914  -0.313
H: 1.27629 2.47714 -4.71462  0.567
H: 0.60536 4.86675 -0.53175  0.493
H: 0.32540 3.94796 -2.01219  0.426
H: -1.58384 3.05554 0.02216  0.074
H: -1.79675 4.80614 -0.29133  0.283
H: -1.49632 3.03950 -2.80379  0.183
H: -2.70604 4.31066 -2.40996  0.274
H: -2.72124 1.54076 -1.10917  0.405
H: -3.89593 2.82292 -0.76818  0.292
H: -3.47473 1.48796 -3.59418  0.297
H: -4.93952 2.46390 -3.04118  0.254
H: -4.65115 0.54581 -1.22241  0.287
H: -4.18403 -0.26471 -2.53550  0.266
H: -0.00609 2.87043 3.11730  0.167
H: -1.13806 3.46875 1.90210  0.332
H: 1.52160 4.76507 1.63850  0.478
H: -1.20431 5.95317 2.59585  0.328
H: -0.47604 5.93357 0.92568  0.236
H: 0.32671 6.89437 2.19530  0.409
H: 1.28935 1.12647 2.74374  0.407
H: 5.08610 0.36585 -0.28376  0.377
H: 5.23311 -0.43895 -1.86672  0.293
H: 4.23946 2.47649 -1.64945  0.022
H: 4.87724 1.60133 -3.09286  0.019
H: 6.76203 1.56199 -0.82582  0.294
H: 7.04076 2.27913 -2.50312  0.407
H: 7.17315 4.18247 -0.78789  0.394
H: 5.50843 4.21754 -1.57561  0.280
H: 5.67136 3.47267 0.01803  0.266
H: 1.40505 -1.43251 -3.81249  0.371
H: 1.88453 -3.10603 -4.39557  -0.120
H: 3.62351 -1.88678 -5.83018  -0.132
H: 3.78417 0.42095 -6.01192  0.194
H: 2.98577 0.37306 -4.44274  -0.306
H: 2.00891 0.69468 -5.88954  0.102
H: 0.61660 -1.97979 -6.48081  0.486
H: 1.46075 -1.38344 -8.93971  0.586
H: 2.97356 -0.85945 -8.14974  0.264
H: 1.44473 0.06216 -7.82623  0.205
H: 3.24943 -3.05756 -7.71316  0.199
H: 1.61528 -3.63207 -8.11687  0.437
H: 2.32433 -4.03149 -6.45362  0.239
H: 4.31861 -6.89030 -3.30409  0.354
H: 4.59806 -3.82553 -4.13927  0.358
H: 1.26087 -3.72031 2.46154  0.180
C: -2.11019 2.15538 6.87222  -0.249
C: -2.54793 0.71929 7.05424  -0.278
O: -1.74502 -0.03375 6.13024  -0.347
S: -0.31042 0.67452 5.98805  0.860
O: 0.60838 0.00992 6.83974  -0.617
O: -0.05328 0.88875 4.60561  -0.423
O: -0.69376 2.08191 6.66554  -0.240
H: -2.56468 2.59844 5.98174  0.226
H: -2.33989 2.77088 7.73886  0.411
H: -3.59750 0.57640 6.85136  0.305
H: -2.32306 0.36400 8.06262  0.292
C: 1.68145 6.76562 8.46346  -0.312
C: 0.93823 7.36923 7.29174  -0.301
O: -0.36458 6.77916 7.34121  -0.247
S: -0.76142 6.49783 8.87224  1.008
O: -1.57335 7.56935 9.33287  -0.535
O: -1.15612 5.14211 8.99221  -0.459
O: 0.70673 6.67405 9.50962  -0.301
H: 2.03191 5.75665 8.23447  0.266
H: 2.52402 7.37713 8.77853  0.315
H: 1.42131 7.15695 6.33977  0.240
H: 0.82468 8.45002 7.40837  0.281
C: -6.94888 1.33745 5.24727  -0.291
C: -7.90822 2.20353 6.03641  -0.406
O: -7.24313 2.43985 7.28255  -0.310
S: -5.65689 2.49416 7.03677  1.160
O: -5.26217 3.85071 6.92733  -0.549
O: -5.03518 1.58316 7.93671  -0.568
O: -5.64747 1.84785 5.56190  -0.264
H: -6.99483 0.29588 5.57260  0.278
H: -7.12933 1.38917 4.17598  0.296
H: -8.86807 1.71970 6.19919  0.315
H: -8.06626 3.16838 5.54869  0.295
C: 7.81180 -4.57597 -7.82090  -0.223
C: 7.33830 -5.31598 -9.05474  -0.368
O: 6.10659 -4.68101 -9.40858  -0.320
S: 6.17906 -3.12229 -9.01493  0.868
O: 6.52984 -2.38016 -10.16988  -0.592
O: 5.04245 -2.80917 -8.22331  -0.336
O: 7.47198 -3.20686 -8.05717  -0.333
H: 7.27801 -4.91119 -6.92829  0.193
H: 8.88292 -4.67981 -7.66164  0.325
H: 7.18424 -6.37660 -8.87101  0.326
H: 8.03617 -5.18924 -9.88603  0.288
C: -2.93469 -7.60875 3.54103  -0.331
C: -3.55900 -6.92322 2.34370  -0.086
O: -4.82526 -7.56405 2.17412  -0.253
S: -5.39244 -8.00746 3.61333  1.073
O: -6.30470 -7.01830 4.06442  -0.544
O: -5.72764 -9.38274 3.55932  -0.527
O: -4.02008 -7.83834 4.44295  -0.346
H: -2.50792 -8.57625 3.26566  0.311
H: -2.16861 -6.99814 4.01511  0.329
H: -2.95496 -7.02302 1.44377  0.064
H: -3.74048 -5.86375 2.54380  0.302
C: -2.96387 -0.55952 -10.60138  -0.402
C: -1.66451 0.21901 -10.65360  -0.340
O: -0.90481 -0.26840 -9.54453  -0.249
S: -1.25413 -1.82275 -9.30251  1.174
O: -0.25827 -2.61117 -9.93291  -0.534
O: -1.62120 -1.99274 -7.94455  -0.553
O: -2.58770 -1.88037 -10.20472  -0.307
H: -3.63918 -0.15440 -9.84407  0.287
H: -3.47164 -0.58188 -11.56322  0.316
H: -1.81872 1.29231 -10.57073  0.310
H: -1.10744 0.00196 -11.56843  0.287
C: -3.20129 7.73456 13.03538  -0.294
C: -3.94224 8.34394 11.86503  -0.136
O: -5.24421 7.74945 11.90832  -0.315
S: -5.64417 7.45878 13.44002  1.104
O: -6.45826 8.52382 13.90486  -0.539
O: -6.03306 6.10037 13.55098  -0.519
O: -4.17579 7.63395 14.07914  -0.325
H: -2.84750 6.72814 12.79992  0.290
H: -2.36119 8.34641 13.35656  0.309
H: -3.45676 8.13937 10.91354  0.173
H: -4.05907 9.42379 11.98823  0.284
C: -0.97029 -8.59591 -1.71319  0.295
C: -1.60256 -7.91267 -2.90571  -0.365
O: -2.87229 -8.55809 -3.06180  -0.343
S: -3.42605 -8.99929 -1.61529  1.094
O: -4.33452 -8.01035 -1.15656  -0.517
O: -3.75926 -10.37519 -1.66487  -0.553
O: -2.04671 -8.82661 -0.79848  -0.247
H: -0.54510 -9.56352 -1.99032  0.275
H: -0.20215 -7.98246 -1.24940  -0.298
H: -1.00531 -8.01279 -3.80877  0.322
H: -1.78282 -6.85331 -2.70628  0.326


[6]
Density functional theory data (ωB97M-V with the def2-TZVPD basis set) for CH2N2O2S in the gas phase.

Frontier orbital gap, eV: 9.073
Energy relative to the best compared isomer or geometry (same formula, charge and spin), kcal per mole: 104.1
HOMO energy, Ha: -0.35429
SMILES: [H]/N=N/C(=O)OS
LUMO level, eV: -0.567

Each line ends with the Mulliken charge.
Cartesian coordinates (Å):
C: 0.11228 0.72864 0.42164  0.805
N: -1.95191 -0.31272 0.85858  -0.394
N: -1.11287 0.20393 0.08698  0.039
O: 0.50102 1.86264 0.20577  -0.543
O: 0.91508 -0.33900 0.66170  -0.342
S: 2.57205 -0.07436 0.20020  -0.082
H: -2.86103 -0.49319 0.39269  0.271
H: 2.24728 1.31488 0.25105  0.245